1.
Computed, not measured: a structure of composition C29H72BF4N8O9Rb2, with ωB97M-V with the def2-TZVPD basis set.

Values from the calculation:
- Gap between HOMO and LUMO: 7.486 eV
- Highest occupied orbital energy: -10.3 eV
- Net charge: +1

Atoms and positions in Å:
Rb1 -3.44794 -0.40628 -0.04675
Rb2 -0.10408 -0.53483 -4.91644
B1 -0.36456 -0.93766 -1.62343
F1 0.52763 0.11310 -1.87678
F2 0.08665 -2.04985 -2.33314
F3 -0.57618 -1.16343 -0.26525
F4 -1.62025 -0.56463 -2.12146
C1 -1.30939 5.73479 -5.08246
O1 -0.32094 4.91482 -5.67187
C2 -0.77260 3.59558 -5.80370
C3 0.28096 2.82249 -6.57841
N1 1.44742 2.57969 -5.75411
C4 2.29275 1.56905 -6.39462
C5 3.32200 0.97241 -5.44282
O2 2.65078 0.07653 -4.57867
C6 3.39985 -0.18619 -3.39864
H1 -2.24938 5.56030 -5.62240
H2 -1.06716 6.79242 -5.10158
H3 -1.51895 5.46706 -4.03836
H4 -1.73909 3.53712 -6.32529
H5 -0.98890 3.13795 -4.82906
H6 0.50013 3.41628 -7.48220
H7 -0.12659 1.92687 -7.05741
H8 1.97742 3.38310 -5.45575
H9 2.79627 1.92645 -7.30537
H10 1.72903 0.72464 -6.81068
H11 3.92121 1.73713 -4.94124
H12 4.04567 0.46541 -6.09582
H13 2.79915 -0.75738 -2.69644
H14 3.66303 0.75366 -2.90166
H15 4.34226 -0.70436 -3.59912
C7 0.46184 -0.47469 2.93598
O3 -0.51536 -0.93809 3.84467
C8 -1.29075 -2.01329 3.31863
C9 -2.20770 -2.36091 4.50112
N2 -3.32680 -1.42503 4.66625
C10 -3.96730 -1.63868 5.97299
C11 -5.00587 -0.56026 6.18500
O4 -4.42761 0.71665 6.40229
C12 -5.41635 1.65124 6.76224
H16 1.11585 0.24047 3.43262
H17 0.03508 0.00182 2.04838
H18 1.10877 -1.29836 2.62366
H19 -0.64473 -2.82358 2.97533
H20 -1.89456 -1.65979 2.46286
H21 -1.55680 -2.30326 5.38087
H22 -2.50814 -3.41070 4.44325
H23 -2.81545 -0.54690 4.80399
H24 -3.28258 -1.77525 6.81594
H25 -4.54143 -2.57181 5.94733
H26 -5.65950 -0.81958 7.02710
H27 -5.67238 -0.53195 5.31378
H28 -4.89662 2.55990 7.07276
H29 -5.95567 1.34557 7.66762
H30 -6.12740 1.88169 5.96405
C13 -7.15762 1.34924 -0.69386
O5 -6.18710 1.04056 0.29328
C14 -6.58121 -0.02213 1.17649
C15 -5.92217 0.14458 2.54691
N3 -4.45387 0.25681 2.47904
C16 -4.09129 1.68216 2.66551
C17 -2.66497 2.09537 2.20653
O6 -2.56084 2.38639 0.82226
C18 -1.27164 2.63885 0.33209
H31 -6.62634 1.95189 -1.43180
H32 -7.97556 1.96485 -0.31304
H33 -7.54282 0.44871 -1.17825
H34 -6.23462 -0.96626 0.74478
H35 -7.66291 0.01712 1.32030
H36 -6.21735 -0.78931 3.04346
H37 -6.38720 0.91069 3.17342
H38 -4.11107 -0.38884 3.19079
H39 -4.07176 1.97798 3.71929
H40 -4.76054 2.27962 2.04815
H41 -2.09852 1.16850 2.42573
H42 -2.16817 2.83566 2.83705
H43 -1.27926 2.90935 -0.72489
H44 -0.63571 1.74437 0.37214
H45 -0.79798 3.44469 0.90030
C19 2.42073 -2.37662 0.03240
C20 3.84111 -2.39811 0.58083
C21 4.64918 -3.05233 -0.57545
C22 6.15476 -2.77930 -0.58716
C23 6.35847 -1.25403 -0.57378
C24 5.67053 -0.59680 0.62432
N4 4.28356 -1.00497 0.70932
O7 3.52050 -0.33372 1.69399
C25 6.46429 -0.92763 1.91135
C26 5.75660 0.91595 0.43015
C27 4.03933 -3.29005 1.82752
H46 2.35462 -1.68522 -0.80607
H47 1.78658 -1.91571 0.79475
H48 1.92051 -3.28964 -0.29019
H49 4.62072 -4.14190 -0.46672
H50 4.26624 -2.76880 -1.55632
H51 6.55635 -3.17305 -1.52168
H52 6.70720 -3.19429 0.25627
H53 5.98521 -0.80115 -1.49546
H54 7.43591 -1.09108 -0.50518
H55 7.46333 -0.48640 1.82835
H56 6.10623 -0.35175 2.77346
H57 6.56735 -1.98350 2.14838
H58 5.26981 1.50495 1.20641
H59 6.81506 1.17649 0.38903
H60 5.30964 1.22614 -0.51810
H61 4.15768 -2.64767 2.70548
H62 4.89488 -3.94752 1.70166
H63 3.16991 -3.89798 2.08424
H64 3.91765 -0.61033 2.54041
C28 2.52000 2.84910 -0.72280
O8 3.35491 3.67725 -0.38069
N5 1.88532 2.84924 -1.94952
N6 2.23930 1.77281 0.07578
H65 1.12977 2.20107 -2.08905
H66 1.93074 3.69307 -2.49158
H67 1.69729 0.99930 -0.26360
H68 2.98505 1.60503 0.73607
C29 -1.70994 -5.02859 -2.31228
O9 -2.46441 -5.99395 -2.22896
N7 -0.91422 -4.73641 -3.36793
N8 -1.61122 -4.13969 -1.27437
H69 -0.84850 -5.39130 -4.12559
H70 -0.35896 -3.90163 -3.39822
H71 -1.04463 -3.31599 -1.29241
H72 -2.37866 -4.19158 -0.63051

Forces on atoms 1 to 6 (eV/Å):
Rb 0.1 0.2 -0.3
Rb 0.2 0.2 0.3
B -0.1 0.7 0.4
F 0.1 0.1 0.1
F 0.2 -0.4 -0.2
F 0.4 -0.3 0.1


2.
Computed, not measured: a structure of composition C43H64BrGeN3O2PSi3W, with ωB97M-V with the def2-TZVPD basis set.

Values from the calculation:
- Gap between HOMO and LUMO (spin up / spin down): 6.961 / 4.429 eV
- Multiplicity: 4
- Highest occupied orbital energy (spin up / spin down): -12.6 / -12.5 eV
- Net charge: +2
- <S²>: 3.77

Atoms and positions in Å:
W1 -0.71559 0.18093 -0.06943
N1 -0.35709 -0.37517 4.20687
C1 -0.43399 0.16713 2.99407
O1 -0.73279 -0.51627 1.98067
C2 -0.09969 1.60633 2.78497
C3 -0.37019 1.94503 1.30537
H1 -0.55849 -1.35287 4.35827
H2 -0.11749 0.19033 5.00497
H3 0.95741 1.75083 3.03207
H4 -0.66649 2.23113 3.47947
H5 0.40971 2.67083 1.04837
H6 -1.32209 2.49413 1.27617
C4 0.80311 5.07863 -2.41363
C5 0.43391 3.64883 -2.63573
C6 0.53541 3.03883 -3.89273
C7 0.24581 1.68123 -3.97363
C8 -0.10859 1.01153 -2.82883
Br1 -0.24579 -0.88357 -2.78063
N2 -0.28989 1.55383 -1.58273
C9 -0.01919 2.90763 -1.56583
H7 1.19211 5.52753 -3.32013
H8 1.56261 5.15053 -1.63773
H9 -0.06229 5.64883 -2.08433
H10 0.83001 3.59353 -4.76733
H11 0.31821 1.13653 -4.89813
H12 -0.17649 3.40893 -0.62623
C10 -2.92169 2.81313 -2.69873
Si1 -3.55559 2.30413 -0.95713
C11 -5.44989 2.31843 -1.20063
C12 -3.22009 3.84923 0.12847
C13 -2.93629 0.58973 -0.28983
Si2 -3.76929 0.16073 1.41127
C14 -3.51419 -1.63647 2.04397
C15 -5.67749 0.28673 1.36307
C16 -3.35779 1.29353 2.90687
Si3 -3.40749 -0.81897 -1.51923
C17 -5.13679 -1.62327 -1.41373
C18 -3.35939 -0.49517 -3.41653
C19 -2.23349 -2.19727 -0.86783
C20 -2.57549 -3.53257 -1.01253
C21 -1.90979 -4.52157 -0.31293
C22 -0.88029 -4.13087 0.54517
C23 -0.53189 -2.80647 0.60127
N3 -1.17319 -1.82927 -0.08063
H13 -2.41239 3.76873 -2.65173
H14 -3.77619 2.94823 -3.35263
H15 -2.26319 2.11363 -3.19453
H16 -5.71109 3.16563 -1.82533
H17 -5.97679 2.44243 -0.26503
H18 -5.82669 1.42883 -1.68983
H19 -3.73149 4.68013 -0.34973
H20 -2.17909 4.14313 0.21467
H21 -3.63559 3.76663 1.12657
H22 -4.00589 -2.36337 1.40717
H23 -3.98169 -1.70917 3.02207
H24 -2.48179 -1.94827 2.15957
H25 -6.11389 0.05063 0.40427
H26 -6.01249 1.27753 1.64387
H27 -6.09269 -0.40527 2.08847
H28 -2.65979 0.82623 3.59077
H29 -4.27929 1.44063 3.45847
H30 -2.98889 2.27943 2.65747
H31 -5.90939 -0.89507 -1.62423
H32 -5.35689 -2.07277 -0.45493
H33 -5.23949 -2.39317 -2.17003
H34 -4.33869 -0.13947 -3.72013
H35 -3.18209 -1.42387 -3.95213
H36 -2.63589 0.22313 -3.77973
H37 -3.39389 -3.78837 -1.66543
H38 -2.18769 -5.55767 -0.41263
H39 -0.35999 -4.85577 1.14757
H40 0.30711 -2.48757 1.21497
C24 2.72251 0.21963 -1.80123
Ge1 1.90231 -0.15777 0.01207
C25 3.38311 -1.37437 0.72197
C26 4.66941 -0.87317 0.54867
C27 5.77181 -1.53877 1.05197
C28 5.61161 -2.72157 1.74957
C29 4.33891 -3.21857 1.95187
C30 3.23971 -2.55187 1.43377
C31 2.68111 1.47093 0.98257
C32 2.90781 2.62863 0.26977
C33 3.69031 3.67153 0.77577
C34 4.25851 3.56463 2.01707
C35 4.04821 2.41133 2.79837
C36 4.66011 2.25733 4.05977
C37 4.42741 1.14923 4.82647
C38 3.55121 0.15813 4.36897
C39 2.94641 0.28143 3.14807
C40 3.20431 1.37783 2.30107
H41 3.77851 0.44943 -1.69013
H42 2.26931 1.05183 -2.33463
H43 2.64831 -0.67007 -2.41883
H44 4.81871 0.06443 0.03647
H45 6.75851 -1.12347 0.90907
H46 6.47221 -3.24537 2.13287
H47 4.19921 -4.12647 2.51857
H48 2.26121 -2.97817 1.59137
H49 2.50601 2.73033 -0.72813
H50 3.86461 4.55483 0.17817
H51 4.86711 4.36473 2.41077
H52 5.34221 3.02193 4.39757
H53 4.90621 1.03313 5.78527
H54 3.36321 -0.71087 4.98257
H55 2.25101 -0.47757 2.81667
C41 3.77511 -4.14417 -1.42043
P1 2.09151 -3.76107 -1.99993
C42 1.12601 -5.31317 -1.93903
C43 2.26401 -3.39367 -3.78213
O2 1.43481 -2.66357 -1.22073
H56 4.23361 -4.88007 -2.07133
H57 3.73511 -4.52387 -0.40323
H58 4.35901 -3.22717 -1.41753
H59 1.57281 -6.07087 -2.57473
H60 0.11441 -5.10497 -2.28043
H61 1.08861 -5.67797 -0.91673
H62 2.67231 -4.26197 -4.29163
H63 2.94031 -2.55527 -3.92823
H64 1.29491 -3.14987 -4.21053

Forces on atoms 1 to 6 (eV/Å):
W -0.9 1.6 1.8
N -0.2 -0.1 -0.6
C 0.4 0.5 0.4
O 0.2 -0.1 0.1
C -0.1 -0.1 -0.4
C -0.5 0.2 0.4


3.
Computed, not measured: a cluster of 5 separate species, C15H30O15 in total, with ωB97M-V with the def2-TZVPD basis set.

Values from the calculation:
- Gap between HOMO and LUMO: 10.978 eV
- SMILES: COC(=O)OC.COC(=O)OC.COC(=O)OC.COC(=O)OC.COC(=O)OC
- Highest occupied orbital energy: -10.5 eV
- Energy above the lowest of the compared OMol25 structures with the same formula, charge and spin: 3.179 eV

Atoms and positions in Å:
C1 0.21161 -4.33426 5.51817
O1 0.22063 -2.84844 5.54409
C2 1.08151 -2.14996 6.27095
O2 2.05189 -2.67157 6.83556
O3 0.74104 -0.89118 6.15144
C3 1.28179 0.09571 7.01662
H1 -0.80698 -4.70758 5.62395
H2 0.85279 -4.72428 6.30866
H3 0.46597 -4.58397 4.48810
H4 1.22872 -0.12585 8.08254
H5 0.74198 1.01534 6.79084
H6 2.34786 0.25711 6.85676
C4 -5.49175 4.17043 -11.46880
O4 -4.62831 2.96124 -11.28196
C5 -4.97366 1.82422 -11.83764
O5 -6.02022 1.65296 -12.51646
O6 -4.12094 0.81371 -11.57722
C6 -2.81262 0.95028 -11.13143
H7 -5.54445 4.44420 -12.52253
H8 -5.07435 5.04281 -10.96598
H9 -6.47585 3.89993 -11.08606
H10 -2.18246 1.43808 -11.87509
H11 -2.41692 0.03255 -10.69633
H12 -2.90260 1.56928 -10.23876
C7 -6.27158 -2.11799 8.87884
O7 -5.60039 -2.01534 7.63097
C8 -5.26708 -0.78981 7.16966
O8 -5.35761 0.27790 7.75376
O9 -4.92320 -0.94624 5.92549
C9 -4.86535 0.21281 5.10346
H13 -5.37484 -1.98399 9.48383
H14 -6.74679 -3.09660 8.94670
H15 -6.87115 -1.20844 8.91484
H16 -4.65592 -0.08815 4.07697
H17 -4.00193 0.83035 5.35093
H18 -5.78700 0.79445 5.08430
C10 7.01796 2.77478 -0.79170
O10 7.56087 2.31890 0.49761
C11 8.83808 2.70450 0.86383
O11 9.62781 3.48402 0.41873
O12 9.04242 2.00344 1.94534
C12 10.28780 2.00877 2.71054
H19 7.30730 3.78393 -1.08493
H20 5.93220 2.78952 -0.69677
H21 7.20993 2.09508 -1.62192
H22 11.12859 2.30680 2.08418
H23 10.48013 1.01138 3.10590
H24 10.26078 2.62396 3.60995
C13 -0.01331 -1.67929 -0.44874
O13 -0.08878 -2.36615 -1.68178
C14 0.34724 -1.70334 -2.79797
O14 0.75690 -0.52443 -2.79951
O15 0.17273 -2.61883 -3.80677
C15 0.46794 -2.41263 -5.20068
H25 -0.37535 -0.65669 -0.55515
H26 1.00836 -1.64089 -0.07083
H27 -0.73093 -2.07676 0.26899
H28 0.35643 -3.38859 -5.67310
H29 1.53271 -2.18378 -5.24522
H30 -0.17964 -1.65339 -5.63920

Forces on atoms 1 to 6 (eV/Å):
C 0.2 1.4 -0.2
O -1.3 -1.1 -0.3
C 2.3 -2.9 0.4
O -1.8 1.8 -0.4
O -0.4 0.7 0.4
C 0.9 0.5 0.3


4.
Computed, not measured: an isolated molecule of C4H3FN2O3, with ωB97M-V with the def2-TZVPD basis set.

Values from the calculation:
- Gap between HOMO and LUMO: 10.682 eV
- SMILES: O=C1N=C[C@](O)(C(=O)F)N1
- Highest occupied orbital energy: -10.8 eV
- Energy above the lowest of the compared OMol25 structures with the same formula, charge and spin: 0.000 eV

Atoms and positions in Å:
C1 -0.37635 0.34306 -1.34202
C2 0.38492 0.25238 0.02264
C3 -1.83411 -0.08761 0.23111
C4 1.40224 -0.86549 -0.01231
N1 -1.58989 0.08448 -1.19411
N2 -0.69863 0.07045 0.93454
O1 1.08147 1.45678 0.17134
O2 -2.90847 -0.31336 0.65551
O3 2.53016 -0.63847 0.26506
F1 0.95536 -2.13938 -0.21221
H1 -0.01759 0.56911 -2.36426
H2 -0.41938 -0.34479 1.82577
H3 1.49027 1.61283 1.01895

Forces on atoms 1 to 6 (eV/Å):
C 0.4 -0.2 0.1
C 0.2 1.4 -1.4
C -1.3 -0.5 -1.1
C 1.1 -0.6 1.3
N -0.8 0.2 0.4
N 3.0 -0.2 0.3


5.
Computed, not measured: an isolated molecule of C6H7N3O, with ωB97M-V with the def2-TZVPD basis set.

Values from the calculation:
- Gap between HOMO and LUMO: 11.464 eV
- SMILES: N#CC(C#N)/C=N/CCO
- Highest occupied orbital energy: -10.9 eV
- Energy above the lowest of the compared OMol25 structures with the same formula, charge and spin: 1.904 eV

Atoms and positions in Å:
C1 0.89269 -1.34316 -1.69136
C2 0.64538 -1.36112 -0.18282
C3 -0.12435 0.43136 1.07138
C4 -1.13878 1.47029 1.49745
C5 -0.54846 2.80420 1.61292
C6 -2.33165 1.48370 0.60843
H1 2.02001 -2.34534 -2.92866
H2 1.24475 -0.35747 -2.00595
H3 -0.10272 -1.50197 -2.18434
H4 1.58251 -1.18313 0.35153
H5 0.36813 -2.41175 0.00400
H6 0.86184 0.44877 1.53797
H7 -1.55973 1.29070 2.51090
N1 -0.40755 -0.39469 0.17240
N2 -0.00842 3.82985 1.69770
N3 -3.25366 1.51518 -0.09223
O1 1.86002 -2.37541 -1.97930

Forces on atoms 1 to 6 (eV/Å):
C -0.6 -0.1 -0.1
C 0.1 -0.3 -0.5
C 0.2 -0.3 -0.2
C -1.3 0.2 0.4
C 1.2 1.9 -0.2
C -0.7 0.1 -0.9


6.
Computed, not measured: a cluster of 2 separate species, C9H20BBrCl2N in total, with ωB97M-V with the def2-TZVPD basis set.

Values from the calculation:
- Gap between HOMO and LUMO: 7.585 eV
- Highest occupied orbital energy: -5.0 eV
- Net charge: -1

Atoms and positions in Å:
C1 -0.96372 2.10010 4.50554
C2 0.32778 1.87886 3.80291
Cl1 0.15909 0.83579 2.38763
C3 1.50647 2.41439 4.14598
Cl2 2.91492 2.04942 3.15615
B1 1.78321 3.39491 5.39368
Br1 2.27281 5.27243 4.66794
H1 -0.80712 2.20096 5.56620
H2 -1.61523 1.24862 4.35672
H3 -1.45161 3.00482 4.16139
H4 2.66957 2.97890 6.10289
H5 0.79597 3.55424 6.06636
C4 -0.86264 -3.11319 -4.19885
C5 -1.30406 -2.06743 -3.18501
N1 -0.47543 -2.03933 -1.99887
C6 -1.04994 -1.26734 -0.90743
C7 -1.24231 0.23872 -1.11161
C8 0.94539 -1.85019 -2.22901
C9 1.39073 -0.59736 -2.99545
H6 -0.79430 -4.09784 -3.73424
H7 -1.58849 -3.16916 -5.01175
H8 0.10476 -2.87351 -4.64176
H9 -2.32278 -2.30797 -2.86938
H10 -1.36057 -1.08855 -3.68910
H11 -0.43852 -1.42736 -0.01642
H12 -2.02415 -1.70994 -0.67473
H13 -0.29850 0.77943 -1.07134
H14 -1.86565 0.63691 -0.30965
H15 -1.73792 0.46884 -2.05658
H16 1.32047 -2.72776 -2.76389
H17 1.44907 -1.87529 -1.26060
H18 0.78452 -0.42412 -3.88623
H19 2.42516 -0.71830 -3.32424
H20 1.35301 0.29730 -2.37723

Forces on atoms 1 to 6 (eV/Å):
C -0.1 -0.1 0.2
C 0.9 0.1 -0.1
Cl 0.0 0.0 -0.1
C -0.3 -0.1 -0.1
Cl 0.0 0.0 0.0
B -0.3 -0.4 0.4